No. 1
# C33H64AsBN6Si2Y

A structure of composition C33H64AsBN6Si2Y at a distorted geometry (ωB97M-V with the def2-TZVPD basis set, the Open Molecules 2025 dataset).

ORCA input file:
```
! wB97M-V def2-TZVPD RIJCOSX def2/J DEFGRID3
* xyz 1 1
Y 0.316 -0.933 -0.768
C 3.756 -2.846 0.754
C 4.081 -1.402 0.374
C 3.988 -1.207 -1.140
C 3.220 -0.431 1.129
C 3.646 0.360 2.188
C 2.559 1.139 2.554
C 2.645 2.111 3.694
C 2.732 3.564 3.221
C 1.557 1.922 4.750
N 1.535 0.822 1.729
N 1.932 -0.160 0.870
B 0.241 1.634 1.479
N 0.264 2.248 0.045
N 0.344 1.464 -1.062
C 0.194 2.251 -2.131
C 0.021 3.567 -1.712
C 0.063 3.529 -0.327
C -0.087 4.705 0.587
C -1.434 5.394 0.357
C 1.080 5.675 0.385
C 0.220 1.714 -3.531
C 1.447 2.244 -4.279
C -1.068 2.098 -4.267
N -1.093 0.833 1.554
N -1.422 -0.039 0.562
C -2.757 -0.133 0.518
C -3.301 0.643 1.536
C -2.225 1.253 2.160
C -2.298 2.155 3.348
C -2.267 1.286 4.609
C -3.557 3.020 3.296
C -3.459 -0.850 -0.600
C -3.418 0.044 -1.847
C -4.900 -1.207 -0.247
H 4.464 -3.524 0.278
H 2.748 -3.101 0.429
H 3.823 -2.986 1.833
H 5.115 -1.193 0.678
H 2.963 -1.398 -1.499
H 4.662 -1.906 -1.635
H 4.283 -0.194 -1.415
H 4.621 0.368 2.631
H 3.602 1.880 4.179
H 1.795 3.904 2.793
H 3.510 3.670 2.469
H 2.981 4.204 4.063
H 0.590 2.269 4.402
H 1.827 2.483 5.641
H 1.474 0.872 5.018
H 0.203 2.491 2.273
H -0.117 4.432 -2.327
H -0.071 4.363 1.622
H -1.508 5.808 -0.645
H -1.561 6.206 1.067
H -2.250 4.688 0.500
H 1.061 6.115 -0.609
H 2.027 5.156 0.516
H 1.025 6.477 1.117
H 0.289 0.604 -3.479
H 1.423 3.331 -4.321
H 1.467 1.862 -5.298
H 2.364 1.943 -3.776
H -1.155 3.180 -4.333
H -1.939 1.720 -3.736
H -1.064 1.686 -5.274
H -4.336 0.749 1.782
H -1.430 2.817 3.360
H -3.144 0.643 4.645
H -2.252 1.904 5.503
H -1.379 0.659 4.605
H -4.453 2.413 3.393
H -3.602 3.559 2.352
H -3.544 3.746 4.105
H -2.922 -1.779 -0.849
H -3.901 0.999 -1.650
H -3.931 -0.441 -2.674
H -2.377 0.223 -2.134
H -5.504 -0.308 -0.155
H -4.945 -1.755 0.691
H -5.328 -1.827 -1.031
C -2.552 -3.781 0.896
Si -1.113 -4.373 -0.222
C -1.459 -6.171 -0.770
C 0.416 -4.329 0.934
As -0.828 -2.972 -2.127
Si 0.931 -4.159 -3.242
C 2.197 -5.254 -2.301
C 1.961 -2.834 -4.187
C -0.006 -5.289 -4.464
H -2.659 -4.451 1.742
H -3.501 -3.781 0.370
H -2.379 -2.783 1.298
H -1.782 -6.779 0.071
H -0.576 -6.640 -1.193
H -2.242 -6.200 -1.524
H 0.252 -4.933 1.818
H 0.629 -3.308 1.269
H 1.299 -4.725 0.440
H 2.849 -4.691 -1.637
H 2.833 -5.749 -3.031
H 1.710 -6.032 -1.720
H 2.973 -2.743 -3.805
H 1.482 -1.852 -4.132
H 2.041 -3.098 -5.234
H -0.895 -5.699 -3.985
H 0.595 -6.122 -4.814
H -0.335 -4.731 -5.336
*
```

Output
- strongest force on any atom (hartree/bohr) = 0.044
- energy above the lowest of the compared OMol25 structures with the same formula, charge and spin (kcal/mol) = 18.94
- DFT total energy (eV) = -122516.34459
- Kohn-Sham gap (eV) = 7.55

=====

No. 2
# C33H64AsBN6Si2Y

A structure of composition C33H64AsBN6Si2Y (ωB97M-V with the def2-TZVPD basis set, the Open Molecules 2025 dataset).

ORCA input file:
```
! wB97M-V def2-TZVPD RIJCOSX def2/J DEFGRID3
* xyz 1 1
Y -0.886 -0.036 -0.511
C -3.602 -3.229 1.547
C -2.416 -3.324 0.587
C -2.655 -2.491 -0.666
C -1.125 -2.950 1.253
C -0.357 -3.693 2.139
C 0.784 -2.944 2.376
C 1.922 -3.397 3.252
C 3.164 -3.801 2.453
C 2.249 -2.437 4.394
N 0.674 -1.786 1.686
N -0.516 -1.786 1.004
B 1.782 -0.749 1.348
N 2.177 -0.855 -0.163
N 1.236 -0.719 -1.145
C 1.865 -0.727 -2.324
C 3.230 -0.867 -2.115
C 3.394 -0.931 -0.736
C 4.690 -1.004 0.015
C 5.488 0.285 -0.204
C 5.494 -2.232 -0.415
C 1.068 -0.591 -3.588
C 0.946 -1.932 -4.313
C 1.644 0.491 -4.499
N 1.343 0.718 1.632
N 0.439 1.328 0.795
C 0.600 2.652 0.916
C 1.592 2.910 1.855
C 2.046 1.671 2.280
C 3.072 1.392 3.337
C 2.374 1.268 4.696
C 4.145 2.476 3.371
C -0.128 3.610 0.020
C 0.572 3.651 -1.342
C -0.224 5.003 0.631
H -4.518 -3.566 1.062
H -3.748 -2.200 1.880
H -3.436 -3.848 2.428
H -2.312 -4.369 0.276
H -3.003 -1.472 -0.413
H -3.476 -2.890 -1.258
H -1.773 -2.473 -1.324
H -0.577 -4.667 2.542
H 1.536 -4.311 3.712
H 3.654 -2.940 2.006
H 2.909 -4.501 1.657
H 3.881 -4.287 3.114
H 2.745 -1.536 4.040
H 2.918 -2.928 5.100
H 1.348 -2.142 4.932
H 2.722 -1.000 2.010
H 4.009 -0.905 -2.856
H 4.468 -1.083 1.078
H 5.751 0.404 -1.256
H 6.411 0.260 0.373
H 4.914 1.162 0.099
H 5.766 -2.164 -1.469
H 4.927 -3.152 -0.272
H 6.414 -2.301 0.163
H 0.052 -0.271 -3.292
H 1.929 -2.282 -4.629
H 0.321 -1.831 -5.200
H 0.510 -2.696 -3.667
H 2.644 0.213 -4.835
H 1.713 1.450 -3.986
H 1.018 0.616 -5.383
H 1.942 3.872 2.181
H 3.554 0.440 3.108
H 1.910 2.216 4.970
H 3.097 1.008 5.470
H 1.598 0.503 4.679
H 3.723 3.438 3.664
H 4.627 2.596 2.401
H 4.909 2.219 4.104
H -1.144 3.228 -0.141
H 1.596 4.012 -1.239
H 0.034 4.310 -2.023
H 0.608 2.660 -1.804
H 0.764 5.453 0.736
H -0.695 4.979 1.613
H -0.814 5.654 -0.014
C -3.503 3.382 1.077
Si -4.236 2.048 -0.027
C -5.848 2.687 -0.744
C -4.568 0.561 1.085
As -2.742 1.560 -1.775
Si -4.086 0.322 -3.260
C -5.484 -0.665 -2.467
C -2.951 -0.857 -4.208
C -4.873 1.514 -4.473
H -4.254 3.663 1.818
H -3.233 4.281 0.522
H -2.620 3.040 1.625
H -6.514 3.013 0.058
H -6.377 1.934 -1.328
H -5.662 3.543 -1.394
H -5.249 0.840 1.892
H -3.653 0.195 1.563
H -5.021 -0.266 0.540
H -5.146 -1.391 -1.731
H -6.014 -1.212 -3.251
H -6.214 -0.019 -1.981
H -2.909 -1.846 -3.748
H -1.932 -0.471 -4.284
H -3.314 -0.995 -5.228
H -5.389 2.326 -3.959
H -5.598 0.998 -5.106
H -4.116 1.960 -5.119
*
```

Output
- strongest force on any atom (hartree/bohr) = 0.010
- energy above the lowest of the compared OMol25 structures with the same formula, charge and spin (kcal/mol) = 0.00
- DFT total energy (eV) = -122517.16594
- Kohn-Sham gap (eV) = 7.55

=====

No. 3
# C33H64ClFNO5PSi4TeTl

A structure of composition C33H64ClFNO5PSi4TeTl (ωB97M-V with the def2-TZVPD basis set, the Open Molecules 2025 dataset).

ORCA input file:
```
! wB97M-V def2-TZVPD RIJCOSX def2/J DEFGRID3
* xyz -1 1
Tl 0.412 -0.056 -0.371
C -2.250 3.178 1.686
P -1.143 1.717 1.879
C 0.304 2.566 2.638
C -1.881 1.004 3.402
H -2.314 3.739 2.624
H -3.250 2.846 1.397
H -1.871 3.830 0.896
H -0.023 3.340 3.339
H 0.936 3.007 1.861
H 0.903 1.823 3.168
H -1.852 1.722 4.229
H -1.329 0.100 3.666
H -2.920 0.722 3.206
C 6.246 1.793 3.619
Si 4.583 2.000 2.749
C 3.637 3.208 3.835
C 4.976 2.908 1.175
Si 3.705 -0.161 2.845
Te 1.491 -1.041 1.991
Si 3.067 -0.472 5.084
C 1.522 0.471 5.579
C 4.366 -0.019 6.370
C 2.639 -2.281 5.386
Si 5.390 -1.733 2.423
C 4.650 -3.418 2.105
C 6.562 -1.324 1.024
C 6.461 -1.923 3.962
H 6.732 2.770 3.729
H 6.921 1.141 3.048
H 6.130 1.356 4.621
H 4.282 4.066 4.065
H 3.332 2.752 4.786
H 2.736 3.581 3.337
H 5.647 3.743 1.404
H 4.076 3.294 0.689
H 5.470 2.259 0.443
H 1.649 1.558 5.494
H 1.254 0.239 6.616
H 0.683 0.185 4.933
H 4.574 1.061 6.364
H 5.317 -0.539 6.187
H 4.015 -0.293 7.373
H 1.959 -2.646 4.606
H 2.147 -2.408 6.357
H 3.534 -2.918 5.366
H 4.059 -3.412 1.180
H 3.978 -3.714 2.919
H 5.438 -4.173 2.010
H 6.008 -0.935 0.166
H 7.114 -2.215 0.707
H 7.288 -0.557 1.324
H 5.888 -2.351 4.795
H 6.864 -0.959 4.295
H 7.307 -2.589 3.752
C -4.689 -2.414 -4.235
C -3.968 -1.820 -3.046
C -4.649 -1.015 -2.146
C -3.969 -0.509 -1.031
C -4.670 0.403 -0.051
C -2.640 -0.826 -0.841
C -1.883 -1.613 -1.755
C -2.614 -2.106 -2.862
N -0.560 -1.851 -1.469
C 0.300 -2.718 -2.298
C 0.532 -2.141 -3.708
C 1.666 -2.805 -1.616
C -0.231 -4.164 -2.359
H -5.681 -1.974 -4.348
H -4.812 -3.493 -4.114
H -4.132 -2.247 -5.160
H -5.699 -0.781 -2.298
H -5.744 0.205 -0.023
H -4.530 1.448 -0.345
H -4.263 0.283 0.958
H -2.154 -0.470 0.064
H -2.133 -2.710 -3.615
H 0.938 -1.128 -3.615
H -0.386 -2.083 -4.294
H 1.255 -2.753 -4.258
H 2.194 -1.851 -1.657
H 2.291 -3.549 -2.122
H 1.549 -3.103 -0.570
H -1.252 -4.230 -2.733
H -0.217 -4.594 -1.353
H 0.414 -4.770 -3.001
O 4.456 1.864 -1.669
Cl 3.474 1.087 -0.959
O 4.125 0.166 -0.046
O 2.653 0.320 -1.902
O 2.590 1.968 -0.201
C -2.412 -3.729 0.991
C -1.904 -3.047 2.230
C -2.031 -3.791 3.542
O -1.425 -1.934 2.208
H -2.450 -4.814 1.103
H -1.787 -3.439 0.146
H -3.421 -3.358 0.772
H -1.667 -4.818 3.444
H -3.090 -3.838 3.823
H -1.474 -3.268 4.319
F -1.892 4.637 -3.871
C -1.379 3.623 -3.138
C -0.644 3.925 -2.011
C -0.140 2.872 -1.252
C -0.365 1.553 -1.625
C -1.079 1.288 -2.785
C -1.605 2.327 -3.548
H -0.463 4.959 -1.740
H 0.458 3.098 -0.376
H -1.243 0.265 -3.107
H -2.177 2.136 -4.448
*
```

Output
- strongest force on any atom (hartree/bohr) = 0.013
- energy above the lowest of the compared OMol25 structures with the same formula, charge and spin (kcal/mol) = 0.00
- DFT total energy (eV) = -115011.64516
- Kohn-Sham gap (eV) = 6.79

=====

No. 4
# C33H66FN4O5

A cluster of 4 separate species, C33H66FN4O5 in total at a distorted geometry (ωB97M-V with the def2-TZVPD basis set, the Open Molecules 2025 dataset).

ORCA input file:
```
! wB97M-V def2-TZVPD RIJCOSX def2/J DEFGRID3
* xyz 1 1
C -3.107 4.989 0.547
C -1.705 5.064 -0.194
C -1.265 3.575 -0.494
O 0.208 3.382 -0.396
C 0.359 2.252 0.389
C 0.060 0.970 -0.221
C 0.179 -0.235 0.635
C -0.201 -1.588 -0.053
O 0.567 -2.481 -0.287
O -1.545 -1.699 -0.428
C -2.401 -1.849 0.736
C -3.291 -0.595 1.056
C -3.747 -0.564 2.574
F -4.249 -1.819 2.998
C 0.597 -0.090 2.039
C 0.867 1.275 2.506
C 1.271 1.515 4.005
C -0.072 1.254 4.845
O -0.593 2.467 5.417
C -1.985 2.331 5.597
O -2.458 1.497 6.315
N 0.752 2.394 1.705
H -3.628 4.008 0.335
H -2.964 5.019 1.664
H -3.806 5.810 0.227
H -1.781 5.593 -1.181
H -0.929 5.617 0.405
H -1.672 3.189 -1.474
H -1.752 2.931 0.299
H -0.247 0.923 -1.293
H -3.094 -2.708 0.515
H -1.775 -2.125 1.625
H -4.251 -0.593 0.463
H -2.765 0.394 0.894
H -4.579 0.182 2.738
H -2.921 -0.264 3.274
H 0.695 -0.986 2.692
H 1.501 2.609 4.170
H 2.117 0.861 4.327
H -0.872 0.854 4.149
H 0.119 0.430 5.583
H -2.723 3.003 5.071
H 0.943 3.347 2.033
C 1.620 -6.429 -5.620
C 1.088 -5.374 -4.659
N 1.585 -4.031 -4.923
C 1.273 -3.087 -3.858
C -0.200 -2.763 -3.600
C 1.385 -3.528 -6.276
C -0.050 -3.446 -6.803
H 2.712 -6.454 -5.614
H 1.261 -7.415 -5.319
H 1.280 -6.262 -6.644
H 1.401 -5.669 -3.652
H -0.010 -5.411 -4.672
H 1.814 -2.151 -4.038
H 1.699 -3.479 -2.928
H -0.603 -2.089 -4.357
H -0.302 -2.252 -2.640
H -0.828 -3.655 -3.557
H 1.963 -4.154 -6.962
H 1.850 -2.540 -6.365
H -0.640 -4.329 -6.552
H -0.036 -3.364 -7.893
H -0.569 -2.565 -6.427
C 3.860 -1.736 5.368
C 5.163 -0.955 5.255
N 5.482 -0.169 6.437
C 6.587 0.761 6.224
C 7.969 0.173 5.933
C 5.517 -0.896 7.700
C 6.494 -2.068 7.823
H 3.019 -1.071 5.585
H 3.652 -2.244 4.423
H 3.906 -2.504 6.142
H 5.059 -0.275 4.402
H 5.969 -1.656 5.002
H 6.664 1.431 7.086
H 6.317 1.416 5.387
H 8.437 -0.224 6.834
H 8.629 0.959 5.556
H 7.939 -0.615 5.178
H 4.510 -1.272 7.906
H 5.708 -0.191 8.515
H 6.507 -2.699 6.932
H 6.203 -2.701 8.664
H 7.510 -1.728 8.020
C -2.322 0.871 -3.731
C -3.788 1.015 -4.109
N -4.326 2.349 -3.877
C -5.780 2.409 -4.002
C -6.390 2.128 -5.376
C -3.603 3.449 -4.503
C -3.448 3.428 -6.025
H -2.157 1.140 -2.683
H -2.007 -0.166 -3.865
H -1.672 1.487 -4.357
H -4.350 0.302 -3.498
H -3.913 0.702 -5.153
H -6.129 3.387 -3.654
H -6.207 1.693 -3.290
H -6.267 2.972 -6.054
H -7.466 1.963 -5.271
H -5.970 1.237 -5.846
H -2.601 3.495 -4.061
H -4.066 4.396 -4.209
H -3.193 2.438 -6.407
H -2.644 4.106 -6.321
H -4.351 3.770 -6.528
*
```

Output
- strongest force on any atom (hartree/bohr) = 0.063
- energy above the lowest of the compared OMol25 structures with the same formula, charge and spin (kcal/mol) = 42.04
- DFT total energy (eV) = -54196.22361
- Kohn-Sham gap (eV) = 4.95